Entry 1:
Computed, not measured: a molecular structure, C68H54AsO3P2STi, with the ωB97M-V functional and the def2-TZVPD basis.

```
130
Properties=species:S:1:pos:R:3:forces:R:3
As 1.3837 -0.3843 1.3508 2.5 -0.1 1.5
Ti -1.0521 -0.2242 0.5821 0.7 0.1 -1.3
S 0.3762 -0.0381 -1.6274 1.5 0.5 -2.5
P -1.0435 2.2325 0.7062 -0.1 1.8 0.4
P -1.2512 -2.4470 -0.5318 -0.4 -1.6 -0.3
O -1.0366 0.3910 -1.3057 -1.4 0.8 -0.4
O -2.5421 -1.1194 3.3470 0.8 0.0 -0.8
O -2.7664 -0.2094 1.3018 -1.0 -0.1 1.1
C 1.2839 1.5072 -1.8883 0.2 -0.7 -0.2
C -3.7204 -2.0460 -1.7351 0.2 -0.1 0.1
C 2.2410 -0.0377 4.1713 0.1 0.2 -0.4
C 2.8412 3.6686 -2.7154 -0.1 -0.3 0.0
C -1.2610 -4.2163 -2.5517 0.1 0.3 0.1
C 1.4488 -4.8564 1.1793 0.1 0.0 0.0
C 0.5511 -0.7581 -5.6833 -0.1 -0.2 -0.1
C 0.7664 -3.9138 0.4392 -0.2 0.1 -0.3
C 0.2146 5.5815 -1.1884 0.3 0.1 -0.1
C -4.9425 3.4387 1.0789 -0.1 0.0 0.0
C -0.6392 2.4943 4.7328 0.0 0.0 0.1
C -3.2588 2.5251 -0.9237 0.1 0.0 0.0
C -0.2486 -2.7207 -4.5674 0.0 0.0 0.2
C -0.6287 -3.8978 0.3932 0.2 0.3 0.1
C -0.8026 2.9948 2.3687 0.1 -0.4 -0.1
C 1.3619 -1.3427 5.9828 0.0 0.0 0.0
C -0.5178 4.5753 -0.5509 0.0 -0.4 0.0
C -1.1647 -4.8024 -3.8156 0.1 0.1 -0.3
C -0.6495 -5.8266 1.8155 0.0 -0.1 0.1
C 2.4314 6.0304 -2.4856 0.1 0.3 -0.1
C -0.5178 4.7649 3.9748 0.1 0.0 -0.1
C -3.6310 3.1193 1.3811 0.2 -0.1 0.0
C -0.6557 -4.0421 -4.8379 -0.1 0.1 0.4
C 0.5689 -2.0502 5.0928 0.0 0.0 0.0
C 3.7207 -2.1005 1.8454 -0.4 0.3 0.2
C -2.0385 -0.7625 2.1967 -1.5 -0.5 2.0
C -0.1712 3.2307 -0.5601 -0.3 -0.1 0.3
C -5.2092 -2.7564 0.4935 0.0 0.0 0.1
C -4.5712 2.8469 -1.2167 0.0 0.0 -0.1
C 3.2636 2.4006 -3.0181 -0.1 0.2 0.0
C 0.1818 -2.0755 -5.7441 0.1 0.2 0.3
C -3.0731 -2.4970 -0.5843 0.0 0.0 0.1
C -0.4992 3.8449 5.0103 0.0 -0.1 0.0
C 4.3341 -2.5450 -0.8208 0.0 0.0 -0.1
C 1.4146 -0.7126 3.2768 -0.2 0.0 0.0
C -0.4423 -4.3441 -6.2867 0.0 -0.2 -0.2
C 4.8414 -2.8389 1.5039 0.1 0.0 -0.1
C 2.8999 -1.5677 0.8574 -0.3 -0.1 -0.3
C 2.4502 1.3380 -2.6136 -0.2 0.0 0.1
C 2.9341 3.5215 1.9112 0.0 0.1 0.0
C -0.7964 2.0776 3.4240 -0.2 -0.2 -0.3
C 4.2504 2.5278 0.1812 0.0 -0.1 0.0
C 0.5573 -0.1285 -4.4298 0.0 0.2 0.1
C 3.4156 5.0003 -3.0744 0.2 0.2 -0.1
C 3.5126 1.3613 0.2841 0.0 -0.3 0.1
C -3.9246 -0.8226 3.6087 -0.6 0.2 -0.1
C -0.8408 -2.9251 -2.2571 0.0 0.0 0.2
C 3.9587 3.6148 0.9865 0.0 0.0 0.0
C 2.4708 1.2589 1.2021 -0.2 0.2 0.0
C -5.1000 -1.9559 -1.7675 -0.1 0.1 0.0
C 5.1531 -3.0549 0.1735 0.1 0.0 0.0
C -5.4131 3.3110 -0.2171 0.0 0.0 0.0
C -5.8455 -2.3203 -0.6579 0.0 0.0 0.0
C 3.2153 -1.8045 -0.4821 -0.2 0.2 0.1
C 0.7327 -5.8014 1.8959 0.0 -0.1 0.0
C 2.2004 2.3538 2.0189 -0.2 -0.3 0.1
C 0.5871 -1.7307 3.7464 -0.1 0.0 -0.4
C -0.6531 4.3467 2.6603 0.0 -0.2 -0.1
C 0.1322 -3.0403 -6.8860 0.0 -0.1 -0.3
C 2.1992 -0.3414 5.5215 0.0 0.0 0.0
C 1.3719 5.2160 -1.8203 -0.4 -0.2 0.2
C -1.3381 -4.8843 1.0672 -0.1 0.2 -0.1
C -2.7767 2.6784 0.3751 -0.1 -0.2 -0.1
C 0.2014 -0.7782 -3.2693 0.3 0.2 0.5
C -3.8269 -2.8144 0.5467 0.1 -0.1 -0.2
C -0.2881 -2.1165 -3.2898 -0.1 -0.4 -0.1
C 0.8862 2.7932 -1.4188 -0.1 0.3 0.0
C 1.6700 3.8451 -1.9540 0.0 -0.3 0.0
H 3.5147 5.1046 -4.1552 0.0 0.0 0.0
H 4.5727 -2.7169 -1.8602 0.0 0.0 -0.1
H -0.4167 5.8177 4.1869 0.0 0.1 0.0
H -1.4213 4.8575 -0.0249 0.0 0.0 0.1
H -4.0695 0.2598 3.6046 0.0 -0.1 0.0
H -0.3571 4.1792 6.0261 0.0 0.0 0.1
H -6.4344 3.5714 -0.4482 -0.1 0.0 0.0
H 4.1595 2.2081 -3.5852 0.1 0.0 -0.1
H -3.2713 3.2174 2.3957 0.0 0.1 0.0
H -0.8801 1.0097 3.2089 0.1 0.3 0.2
H 2.9315 0.7122 3.8016 -0.1 0.0 0.1
H 5.4744 -3.2369 2.2813 0.1 0.0 0.1
H 3.7728 0.5155 -0.3398 0.0 0.1 0.0
H -0.6164 5.0810 1.8757 0.0 0.1 -0.1
H -5.5952 -1.5971 -2.6580 0.0 0.0 -0.1
H 2.5750 -1.4107 -1.2711 0.2 -0.1 0.1
H -4.5614 -1.2764 2.8458 0.1 0.1 0.1
H 1.1323 -3.1980 -7.2958 0.0 0.1 0.0
H -0.0364 -2.2779 3.0382 0.1 0.0 0.2
H -0.4854 -2.6547 -7.6974 0.0 0.0 0.0
H 4.5460 4.5164 0.9123 0.1 0.1 0.0
H 0.8439 -0.2083 -6.5633 0.1 0.1 -0.1
H 2.9125 6.6831 -1.7581 0.0 0.1 0.0
H -1.3782 -4.6304 -6.7706 0.0 0.0 0.0
H -1.2035 -6.5839 2.3467 -0.1 -0.1 0.1
H -5.7962 -3.0446 1.3539 0.0 0.0 0.1
H 2.7152 4.3492 2.5684 0.0 0.1 0.1
H 1.4354 2.2754 2.7775 0.2 0.1 -0.1
H -0.6107 1.7637 5.5277 0.0 -0.1 0.1
H -6.9213 -2.2468 -0.6796 -0.1 0.0 0.0
H -0.0599 -2.8506 5.4481 -0.1 -0.1 0.0
H -2.4127 -4.9454 1.0041 -0.1 0.0 0.0
H -5.5969 3.7944 1.8585 -0.1 0.1 0.1
H 1.3378 -1.5813 7.0346 0.0 0.0 0.1
H 3.4804 -1.9321 2.8890 0.1 -0.1 -0.1
H -1.7016 -4.7988 -1.7536 0.0 -0.1 0.0
H -3.1381 -1.7581 -2.6031 -0.1 0.0 0.0
H 2.0025 6.6676 -3.2578 0.0 0.1 0.0
H 0.8734 0.9011 -4.3816 0.0 0.1 0.0
H -2.5988 2.1562 -1.7010 -0.1 0.1 0.0
H 6.0351 -3.6152 -0.0898 0.1 -0.1 0.0
H 1.3087 -3.1886 -0.1600 0.0 -0.2 0.2
H 2.7352 0.3374 -2.9072 0.1 -0.1 -0.1
H 1.2524 -6.5243 2.5055 0.0 -0.1 0.0
H 5.0691 2.5737 -0.5193 0.1 0.0 -0.1
H 4.4163 5.1116 -2.6543 0.0 0.0 0.0
H -4.9365 2.7428 -2.2280 0.0 0.0 -0.1
H -0.1159 6.6070 -1.1380 0.0 0.1 0.0
H 2.5298 -4.8439 1.1987 0.0 0.0 0.0
H -3.3309 -3.0931 1.4693 -0.1 -0.1 0.0
H 2.8280 0.1992 6.2116 0.1 0.0 0.1
H -1.5020 -5.8160 -3.9654 0.0 -0.1 0.0
H -4.1382 -1.2362 4.5893 0.0 0.0 0.0
H 0.2454 -5.1852 -6.4025 -0.1 0.0 0.0
```
Forces are in eV/Å.

Computed properties:
- ⟨S²⟩: 0.754
- Total charge: +2
- HOMO-LUMO gap (alpha / beta): 7.47 / 7.58 eV
- Energy: -190889.8483 eV
- Multiplicity: 2

---

Entry 2:
Computed, not measured: a molecular structure, C68H88N3O3PSeV, with the ωB97M-V functional and the def2-TZVPD basis.

```
165
Properties=species:S:1:pos:R:3:forces:R:3
Se 2.4392 -0.2517 1.6729 -0.2 -0.1 0.1
V -0.5935 0.3327 -0.5642 -1.6 -0.6 0.3
P -1.3361 2.9709 -2.7214 0.0 0.5 -0.4
O -0.2480 1.3328 1.0354 0.0 0.0 0.1
O -0.5000 -1.0991 -1.7069 0.7 0.5 -0.3
O 1.6968 0.5096 -1.2161 -1.3 -0.2 0.2
N -0.9372 1.9082 -1.7306 0.0 -0.5 0.6
N -2.6514 -0.0168 -0.2862 1.6 0.4 0.2
N -1.0286 -1.3952 1.3235 -0.2 0.4 -0.4
C -7.5576 -1.1227 -1.3297 -0.1 -0.1 -0.1
C 7.5574 1.3530 1.3047 0.1 0.0 0.1
C 7.1631 1.5867 -0.1515 0.0 0.0 0.0
C -0.6722 -2.3868 -2.1647 -0.2 -0.1 0.1
C -2.1183 -2.5857 -2.6204 -0.2 -0.1 -0.1
C -1.0607 5.1563 1.8442 0.0 0.2 0.0
C -3.4844 0.2132 -1.3215 -0.2 0.3 -1.0
C 3.8379 1.1033 -2.0051 0.3 0.1 -0.4
C -3.9528 -3.6926 4.9149 -0.2 0.0 0.0
C 0.7343 6.4201 -1.9716 0.1 0.0 0.0
C -2.1428 -5.2922 4.3957 0.0 -0.2 -0.1
C -0.2702 -2.2820 1.9521 0.4 -0.2 0.2
C -4.6517 -0.7225 0.9168 0.2 0.0 -0.2
C -1.8810 3.0378 -5.5834 0.0 0.0 0.0
C 3.3057 1.2208 -3.4370 -0.2 0.0 0.1
C -0.3549 -3.4069 -1.0764 0.0 -0.2 0.2
C -1.5052 0.2967 -5.7634 0.0 0.0 0.1
C 2.9210 0.6831 -0.9765 0.5 0.2 0.3
C -4.4405 5.7503 -2.8681 0.0 -0.1 0.1
C 8.0805 0.7322 -1.0344 0.0 -0.1 0.0
C 7.3990 3.0661 -0.4759 0.0 0.1 0.0
C -2.3449 -1.3551 1.6844 -0.5 0.3 -0.5
C -1.3373 3.7647 2.4226 0.1 -0.1 -0.1
C 0.0029 3.0569 2.6486 0.0 0.1 0.2
C 3.0062 3.8927 4.9386 0.0 0.0 0.0
C -2.9148 3.9199 -2.4114 0.2 0.0 -0.2
C 3.2735 2.9810 6.1403 0.0 0.0 0.1
C -1.8455 1.0235 -6.8932 0.0 0.0 -0.2
C 2.0789 3.1913 3.9529 0.1 0.0 0.0
C 4.8467 0.7647 0.5724 0.0 -0.1 0.2
C -5.3006 5.2829 -1.8782 -0.1 0.1 -0.1
C 5.7050 1.2309 -0.4038 0.0 0.0 -0.1
C 0.8364 3.6723 3.5801 0.0 0.0 0.0
C -3.2575 5.0766 -3.1195 0.1 0.0 0.1
C -4.9649 4.1539 -1.1520 0.1 -0.2 0.0
C 5.1569 1.3665 -1.6868 -0.2 0.0 -0.1
C 0.2792 -2.6197 -3.3361 0.1 -0.1 -0.2
C -2.4590 -3.8191 4.6443 0.1 0.1 0.0
C 4.3381 4.2097 4.2488 0.1 0.0 -0.1
C -4.8335 0.0167 -1.3276 0.5 0.2 -0.1
C 2.4174 5.2017 5.4562 0.0 0.1 0.0
C 1.5063 6.6264 -3.1106 0.0 0.0 0.0
C -3.2278 -0.6407 0.8137 0.2 -0.4 0.5
C -3.7790 3.4730 -1.4238 -0.1 0.0 0.0
C -1.7043 -3.3447 5.8872 0.1 0.1 0.1
C -0.6806 -3.1006 2.9851 0.5 0.0 -0.1
C -1.5411 2.3167 -4.4411 0.0 -0.1 0.2
C 2.7314 -0.1374 -3.8499 0.0 -0.1 -0.1
C 1.6933 1.3510 2.4182 0.1 0.0 0.0
C -2.2976 3.0580 1.4745 -0.2 -0.3 -0.1
C 2.1818 2.2700 -3.4916 0.4 -0.1 -0.1
C -2.8180 -2.1208 2.7922 0.0 0.0 0.0
C -7.4741 -1.3127 1.1320 0.0 -0.1 0.2
C -1.9999 -2.9902 3.4528 -0.3 0.0 0.0
C -1.3492 0.9421 -4.5427 -0.1 0.0 -0.2
C 0.4451 1.8793 1.9871 0.0 0.0 -0.2
C -5.4713 -0.4163 -0.1330 -0.2 -0.2 0.5
C 4.3617 1.6089 -4.4718 0.1 0.0 0.1
C -6.9898 -0.4919 -0.0575 0.1 0.1 0.0
C -0.2042 4.4158 -2.9535 -0.1 0.1 0.1
C 2.4674 1.9953 3.3637 0.1 -0.1 0.0
C -7.5451 0.9310 0.0734 -0.1 0.1 0.0
C -2.0294 2.3991 -6.8063 0.0 0.0 0.1
C -2.0611 3.9048 3.7646 -0.2 0.1 0.2
C 0.5897 4.6219 -4.0717 -0.2 0.1 -0.4
C -0.1139 5.3300 -1.9008 -0.1 -0.1 0.0
C 3.5150 0.4855 0.3013 0.1 0.0 0.0
C 1.4314 5.7267 -4.1595 -0.1 0.0 0.0
H -6.2299 5.8056 -1.6767 0.0 0.0 0.0
H -8.6378 0.9195 0.1689 0.0 0.0 0.0
H -3.5160 2.5912 -0.8589 0.0 0.0 0.0
H 3.5058 -0.9112 -3.8145 0.0 0.0 0.0
H -1.5162 4.5313 4.4749 0.0 0.0 0.0
H -2.6435 -5.6443 3.4893 0.0 0.0 0.1
H 1.3121 -2.6328 -2.9850 0.0 0.0 0.0
H 0.0378 -3.7749 3.4358 0.0 0.0 0.0
H 9.1318 0.9758 -0.8526 0.0 0.0 0.0
H 4.7952 2.5911 -4.2689 0.0 0.0 0.0
H -4.5431 -4.0058 4.0487 0.0 0.0 0.1
H -7.2822 1.5281 -0.8043 0.0 0.0 0.1
H -6.9968 -2.2969 1.1541 -0.1 0.0 0.0
H 1.4827 5.0358 5.9965 0.0 0.0 0.0
H -1.0716 -5.4594 4.2710 -0.1 0.0 0.0
H 3.1246 5.6763 6.1433 0.0 0.0 0.0
H -4.2309 -2.6654 5.1633 0.0 0.0 0.0
H 2.3325 -0.0856 -4.8695 0.0 0.0 0.0
H -8.6455 -1.2191 -1.2457 0.0 0.0 0.0
H -2.0060 -3.9254 6.7650 0.0 0.0 0.0
H -7.1230 1.4224 0.9541 0.0 0.0 0.0
H 5.0301 4.6944 4.9451 0.0 0.0 0.0
H 7.8749 0.8918 -2.0927 0.0 0.0 0.0
H -1.0882 -3.3617 -0.2678 0.1 0.0 -0.1
H 4.8120 3.3042 3.8702 0.0 0.0 0.0
H -4.6826 6.6468 -3.4291 0.0 0.0 0.0
H 2.3409 2.7557 6.6628 0.0 0.0 0.0
H 6.7619 3.6953 0.1486 0.0 0.0 0.0
H 5.1919 0.5958 1.5864 0.0 0.0 0.0
H 8.6182 1.5846 1.4415 0.0 0.0 0.0
H 3.7132 2.0344 5.8260 0.0 0.0 0.0
H -2.3807 -1.8655 -3.4026 0.0 0.0 0.0
H 1.9280 -0.4167 -3.1724 0.0 0.0 0.0
H -1.0816 0.3954 -3.6482 0.1 -0.1 0.1
H -1.3625 -0.7766 -5.8217 0.0 0.0 0.0
H -5.0836 -1.0861 1.8367 0.0 -0.1 0.1
H -3.0460 4.3558 3.6068 0.0 0.0 0.0
H -4.2262 -4.3274 5.7637 0.0 0.0 0.0
H -0.7205 5.1821 -1.0144 0.0 0.0 -0.1
H 0.8007 7.1052 -1.1342 0.0 0.0 0.0
H -2.5684 5.4943 -3.8416 0.1 0.0 -0.1
H 2.1710 7.4811 -3.1725 0.0 0.0 0.0
H 2.2189 5.9000 4.6403 0.0 0.0 0.0
H -2.9977 0.6191 -2.2124 -0.1 -0.2 0.3
H -2.8015 -2.4331 -1.7814 0.0 0.0 0.0
H -8.5580 -1.4531 1.0661 0.0 0.0 0.0
H 5.1728 0.8774 -4.5263 0.0 0.0 0.0
H 0.6331 -3.2027 -0.6540 -0.1 0.0 -0.1
H -5.6170 3.7892 -0.3639 0.0 0.0 -0.1
H -7.2631 -0.8128 2.0813 0.0 0.0 0.0
H -0.3576 -4.4179 -1.4999 0.0 0.0 0.0
H -1.9627 0.5214 -7.8483 0.0 0.0 0.0
H 0.5574 3.9139 -4.8948 -0.1 0.2 0.1
H 0.4790 4.5898 4.0271 0.0 0.0 0.0
H -5.3784 0.2522 -2.2303 0.0 0.0 0.0
H -2.2026 2.9210 4.2197 0.0 0.0 0.0
H 5.8131 1.7067 -2.4743 0.1 0.1 -0.2
H -2.0001 5.6425 1.5595 0.0 0.0 0.0
H -0.5487 5.8026 2.5623 0.0 0.0 0.0
H -3.8479 -2.0348 3.0924 -0.1 0.1 0.0
H 7.3958 0.3141 1.6000 0.0 0.0 0.0
H -2.5584 2.0532 1.8263 0.0 0.1 0.0
H 0.7548 -2.3436 1.6043 -0.1 0.0 0.0
H 8.4435 3.3418 -0.3006 0.1 0.0 0.0
H 7.1581 3.2834 -1.5170 0.0 0.0 0.0
H 1.7584 2.3042 -4.5058 0.1 -0.1 0.1
H -1.8784 2.9300 0.4778 0.0 0.1 0.0
H 3.4169 1.5387 3.6234 0.0 0.0 0.0
H 6.9815 1.9875 1.9807 0.0 0.0 0.0
H 0.0617 -3.5759 -3.8233 0.0 0.0 0.0
H -0.6254 -3.4514 5.7545 0.0 0.0 0.0
H 1.3900 2.0315 -2.7833 0.0 -0.1 0.0
H -1.9104 -2.2882 6.0791 0.0 -0.1 0.0
H -2.2663 -3.5986 -3.0147 0.0 0.0 0.0
H -7.3447 -0.5185 -2.2130 0.0 0.0 0.0
H 3.8843 1.6541 -5.4550 0.0 0.0 0.0
H 7.9267 -0.3284 -0.8237 0.0 0.0 0.0
H -3.2139 3.6628 1.4118 0.1 -0.1 0.0
H -2.0198 4.1087 -5.5366 0.0 0.1 0.1
H -0.4282 5.0740 0.9582 0.0 0.0 0.1
H 2.5724 3.2639 -3.2459 0.0 -0.1 -0.1
H 0.1910 -1.8184 -4.0731 -0.1 0.0 0.0
H 2.0389 5.8704 -5.0454 0.0 0.0 0.0
H -7.1312 -2.1169 -1.4933 0.0 0.0 0.0
H -2.2867 2.9750 -7.6886 0.0 0.0 0.0
H -2.4857 -5.8982 5.2406 0.0 0.0 0.0
H 3.9610 3.4601 6.8449 0.0 0.0 0.0
H 4.1774 4.8737 3.3970 0.0 0.0 0.0
```
Forces are in eV/Å.

Computed properties:
- ⟨S²⟩: 0.763
- Total charge: -2
- HOMO-LUMO gap (alpha / beta): 3.62 / 3.56 eV
- Relative energy (zero: lowest compared OMol25 entry of this formula, charge and spin): 5.1 kcal/mol
- Energy: -182884.1363 eV
- Multiplicity: 2